Below is a cluster of 8 separate species, C32H54N8 in total at a distorted geometry, with properties calculated with ωB97M-V/def2-TZVPD.

XYZ file:
```
94
Properties=species:S:1:pos:R:3:forces:R:3:lowdin_charge:R:1
N 1.248 3.130 2.530 -3.454 -1.120 -0.113 0.1643
N -1.522 -1.019 0.561 1.357 1.209 -0.133 0.0468
N -1.773 0.272 4.994 -0.116 1.108 -0.006 0.1784
N 2.361 1.837 -2.602 0.090 -0.278 0.072 0.1731
N 4.429 0.604 0.589 -0.523 2.275 -0.151 0.1504
N -3.651 2.873 -8.608 1.488 -0.373 1.489 0.1150
N -4.208 -2.193 1.270 2.258 -0.004 1.415 0.1584
N -0.006 -4.778 2.376 -0.288 0.029 0.152 0.1547
C 3.692 -1.259 -3.575 -0.851 0.512 -0.659 -0.2865
C 2.859 -0.702 -2.387 0.776 -1.492 -0.497 -0.1837
C -1.543 -0.841 4.905 -0.153 -0.400 0.173 -0.2601
C 2.560 0.709 -2.490 -0.160 0.511 -0.114 -0.2319
C -6.369 -2.164 -0.097 -0.974 -0.781 -0.398 -0.3115
C 0.123 2.778 2.458 4.717 1.917 0.360 -0.2147
C -2.402 4.692 2.644 -0.736 -0.774 0.076 -0.1205
C 0.282 0.364 0.520 0.087 -2.214 2.633 -0.1297
C 4.484 3.992 -0.275 1.234 1.235 0.981 -0.2679
C -2.085 2.986 -5.436 0.315 -1.297 1.433 -0.2732
C 1.122 -4.948 2.263 0.791 0.002 0.085 -0.2482
C -1.036 2.303 -4.529 0.315 0.655 0.715 -0.1463
C 3.638 3.082 0.549 -0.774 -0.483 -0.080 -0.2498
C -1.501 -0.304 -0.601 -1.859 -0.892 -0.434 -0.2016
C -5.164 -2.174 0.670 -1.359 -0.049 -1.011 -0.2918
C -2.202 3.259 3.243 -0.055 2.063 -0.126 -0.2440
C 1.284 -1.719 4.943 -0.362 -0.359 -0.182 -0.0985
C -1.242 2.423 2.407 -2.213 -1.000 -0.192 -0.2291
C 4.127 5.429 0.018 -1.615 0.797 -0.656 -0.1249
C 4.971 -0.528 -3.853 -0.214 -0.023 0.632 -0.1265
C -5.821 -4.422 -1.294 0.147 0.696 -0.502 -0.1700
C 2.629 -2.574 1.050 0.454 -1.061 0.149 -0.0928
C 0.156 -2.574 5.504 -1.318 0.074 0.036 -0.2357
C -1.733 2.569 -6.823 -0.022 -0.442 -1.664 -0.2471
C 3.067 -4.076 0.965 -0.191 0.309 -0.062 -0.2371
C 2.579 -5.103 2.066 -0.446 1.445 -1.153 -0.1643
C -0.425 -0.626 1.289 0.665 0.926 -0.899 -0.1358
C -2.812 2.721 -7.813 -1.171 0.872 -1.508 -0.2314
C 4.104 1.728 0.555 0.900 -3.559 -0.005 -0.2322
C -6.833 -3.567 -0.535 -0.234 -0.378 -0.048 -0.3020
C -1.276 -2.259 4.892 1.385 0.052 0.265 -0.1713
C -0.436 0.535 -0.636 -0.184 0.436 -1.601 -0.1578
H -3.043 4.628 1.764 0.672 -0.218 -0.729 0.0587
H -5.352 -3.845 -2.092 -0.051 0.226 -0.134 0.0453
H -0.803 3.026 -7.161 -0.202 0.587 -0.207 0.1213
H 5.503 3.995 0.112 0.405 -0.883 -0.449 0.1093
H 4.745 0.498 -4.143 0.218 0.020 -0.098 0.0711
H -2.021 -2.724 5.537 -0.090 -0.265 -0.394 0.1173
H 2.758 -6.129 1.745 0.256 0.063 0.181 0.1049
H -2.296 -0.454 -1.315 0.075 0.099 -0.022 0.0700
H -1.831 3.403 4.257 -0.113 -0.443 0.089 0.0997
H 3.160 -2.064 1.854 -0.013 0.135 -0.072 0.0670
H 1.464 -2.169 3.967 0.317 0.694 -0.351 0.0523
H -0.196 1.162 -1.481 0.036 0.059 0.116 0.0740
H -1.317 -2.601 3.858 -0.250 -0.286 0.082 0.0942
H 2.834 -4.394 -0.051 -0.449 -0.464 0.163 0.0912
H -6.246 -1.590 -1.016 0.275 0.348 -0.005 0.0577
H 3.457 -0.887 -1.495 -0.050 0.360 0.232 0.0763
H 1.562 -2.379 1.156 -0.016 -0.359 0.002 0.0431
H -3.209 2.843 3.249 0.315 -0.559 0.219 0.1003
H 0.987 -0.671 4.902 -0.069 -0.007 -0.423 0.0676
H -7.252 -4.170 0.270 0.206 0.259 0.438 0.0979
H 3.529 3.332 1.604 -0.078 0.511 -0.147 0.0979
H -1.462 5.212 2.463 -0.183 0.094 -0.091 0.0670
H -1.611 2.438 1.381 0.296 0.064 -0.291 0.1235
H -2.152 4.067 -5.308 0.277 -0.047 -0.073 0.1122
H -0.263 -1.063 2.263 0.255 0.160 -0.050 0.0821
H -0.970 1.221 -4.645 -0.380 -0.020 -0.270 0.0628
H 2.648 3.035 0.094 -0.310 0.127 0.269 0.1071
H -1.449 1.521 -6.921 -0.253 -0.330 0.598 0.1134
H 4.053 5.682 1.076 0.771 -0.216 0.164 0.0770
H 5.401 -1.089 -4.682 0.769 0.399 0.198 0.0745
H 4.749 6.133 -0.535 0.131 0.014 0.240 0.0708
H -6.349 -5.229 -1.802 0.147 -0.323 0.247 0.0577
H 4.157 -4.105 0.971 0.121 0.024 0.229 0.0937
H -4.973 -4.767 -0.703 -0.294 -0.243 0.259 0.0653
H 3.127 -4.836 2.970 -0.243 -0.387 0.199 0.1089
H 1.253 0.773 0.754 -0.150 0.081 0.209 0.0766
H 5.525 -0.515 -2.914 0.757 0.033 -0.364 0.0781
H 2.930 -2.154 0.090 0.038 0.287 0.257 0.0378
H 2.226 -1.706 5.493 -0.132 -0.484 0.237 0.0704
H 3.896 -2.324 -3.460 -0.187 -0.002 0.401 0.1026
H -2.265 -1.634 0.860 -0.109 -0.007 0.043 0.0687
H 0.254 -3.624 5.227 0.484 -0.081 0.375 0.0874
H 4.445 3.738 -1.335 0.065 0.046 0.105 0.1114
H 1.969 -1.323 -2.285 -0.318 0.392 0.079 0.1119
H -7.153 -1.702 0.503 -0.056 0.169 0.007 0.0910
H -1.203 2.470 -3.465 -0.288 0.114 0.006 0.0556
H 3.098 5.638 -0.273 -0.204 0.024 -0.463 0.0725
H 0.025 -2.476 6.581 0.267 -0.101 0.077 0.0996
H 3.182 -1.156 -4.533 -0.839 -0.261 0.188 0.1003
H -3.100 5.287 3.234 0.528 0.158 0.775 0.0580
H -1.320 1.368 2.673 0.043 -0.010 0.214 0.0792
H -7.701 -3.389 -1.170 -0.011 0.063 -0.285 0.0812
H -3.051 2.577 -5.140 -0.163 0.060 -0.184 0.0982
H -0.023 2.671 -4.692 0.068 0.184 -0.269 0.0629
```
Positions in Å, forces in eV/Å.

Output
2S+1: 2
Strongest force on any atom in hartree/bohr: 0.0993
HOMO-LUMO gap (alpha / beta) in eV: 1.611 / 7.743
E_tot in eV: -45977.409
Charge: -1
Molecular weight in g/mol: 550.8